Computed, not measured: a 9-piece molecular cluster, C31H61ClIN4O12S2 overall, with ωB97M-V/def2-TZVPD.

The LUMO energy is -3.2 eV. Its charge is +1. For the total energy, the calculation gives -3893.35658 Ha. As for the frontier orbital gap: 7.44 eV. Its spin multiplicity is 1. The value obtained for the HOMO energy is -0.3895 Ha.

XYZ file:
```
112
C31H61ClIN4O12S2, DFT ωB97M-V/def2-TZVPD
C 7.4486 -3.1955 -0.6512
H 4.0778 3.0222 0.0855
H -5.3643 -6.3520 0.4513
H -7.1203 2.3198 8.2294
H 2.7277 0.7080 4.8113
H 1.2396 1.5286 1.8150
H 0.6838 -1.6189 -1.6020
H 6.8601 -5.2363 -0.3912
H 6.3600 -1.4599 -0.0506
H 6.8432 -4.6588 -2.0903
H -6.0172 -0.2993 1.4040
C -5.6168 0.1328 0.3655
N 0.8284 1.0249 0.9723
C 3.3251 0.8864 -7.8017
H 2.2350 0.2767 6.4823
Cl -10.2898 1.5958 0.3158
C -7.0781 -5.0500 2.3161
H 0.5191 -2.3971 -11.5353
H 1.8817 -1.7944 -12.5048
C 6.3835 4.1699 5.6173
H 5.8651 5.1299 5.7122
H -6.9769 1.7114 6.5653
C 4.6952 3.6347 -3.2940
C 1.0635 -0.3728 -11.1306
O -9.9815 -0.7947 2.0512
H 5.5678 -2.4227 -1.3176
O 4.2655 3.4282 4.8014
S 1.5609 -1.3124 -0.5128
H 4.4011 3.0447 -4.1685
H 6.7350 3.8629 6.6055
O 1.2600 -2.1385 0.7679
H 0.9769 1.1564 -6.2133
C 0.9099 -1.5310 -12.0799
O -8.1724 0.9090 2.2432
H -7.1851 -4.3774 3.1738
H 4.2539 4.6309 -3.3797
C -6.5684 1.6369 7.5787
H -7.8328 -1.9848 0.4916
H 1.3651 1.5437 5.5890
O 2.9814 -1.7753 -0.9997
C 0.9306 -0.4457 4.9475
H 1.7912 -2.2554 5.6979
S -9.0534 0.1654 1.2111
C -5.6749 -5.3402 0.1789
H -6.8300 -6.0488 2.6837
H -5.5023 1.2913 0.5330
C -2.8680 0.0303 0.6807
H 5.7857 3.7024 -3.2682
O 3.5606 1.9067 -2.0991
H -4.2590 -1.7967 0.3766
H -0.9590 1.7338 3.1111
H 5.5847 -3.0002 0.3815
O 3.6504 2.7022 -6.2858
H -6.6799 0.6067 7.9260
H -6.4868 -0.9077 -1.5859
C -8.1237 -0.9329 0.0122
H 3.6357 -0.1254 -7.5293
H 1.3852 1.0794 -1.2311
H 2.7743 0.7928 0.0383
C 3.0225 1.6806 -6.5593
H 2.1700 0.1778 -5.2969
O 0.7688 -0.4786 -9.9412
I -3.9413 1.1122 3.4891
C 6.1503 -2.4784 -0.3945
N -1.2859 1.2137 2.2543
H -7.1884 0.8498 -1.1382
C 1.4585 -1.8405 4.7432
H -4.0788 -0.6672 -1.1282
C -4.2157 -0.6588 0.0550
H 0.9177 1.2901 -12.4695
H 5.5820 3.6883 -0.5883
H -6.5574 -5.3734 -0.4650
N -1.4668 0.0653 0.0768
H -8.0231 -5.0702 1.7674
H 1.8149 1.8492 -4.8068
N -2.5855 0.7490 1.9806
H -4.8197 2.6733 9.5732
H 4.1415 1.3679 -8.3504
H 4.0502 4.6167 -0.6998
C 5.9585 1.7457 4.8664
H 8.3845 -5.0094 -1.2771
C 1.8835 0.5836 5.4941
O -0.2345 -0.1580 4.6782
C -6.8307 -0.1924 -0.7228
O -4.5518 2.3441 6.5135
H 2.2839 -1.8241 4.0270
C -5.1115 2.0151 7.5582
C 4.5002 3.6212 -0.7283
C -0.5221 0.7676 1.0265
H 2.5939 0.7655 -12.1007
H -4.3792 0.9602 9.2699
H 0.2055 -1.2698 -12.8736
H 7.2277 4.2942 4.9345
C 7.3712 -4.6191 -1.1343
H -3.3250 2.2725 8.6985
C 1.9219 1.1766 -5.6645
H -4.8585 -4.8587 -0.3698
H 1.6496 1.6664 -10.8937
C 4.1948 2.9592 -2.0453
C 1.5917 0.9198 -11.6929
O -5.3496 -3.5244 1.6948
O 8.5312 -2.6396 -0.4731
C 5.4306 3.1406 5.0707
H -8.8839 -1.2057 -0.8655
C -4.3658 1.9753 8.8652
H 0.6606 -2.4757 4.3439
C 1.6359 0.5522 -0.2169
C -5.9775 -4.5460 1.4213
H 6.7839 1.7621 4.1502
H 6.2912 1.3308 5.8211
H 5.1606 1.1106 4.4671
H 2.4426 0.8532 -8.4456
```


Computed, not measured: a 7-piece molecular cluster, C31H61F3N2O8 overall, with ωB97M-V/def2-TZVPD.

The LUMO energy is 0.0 eV. Its charge is 0. For the total energy, the calculation gives -2228.66040 Ha. As for the frontier orbital gap: 7.73 eV. Its spin multiplicity is 1. The value obtained for the HOMO energy is -0.2842 Ha.

XYZ file:
```
105
C31H61F3N2O8, DFT ωB97M-V/def2-TZVPD
F 5.5891 -3.9743 -2.4121
H -3.6045 -3.1147 -1.0334
H 3.7434 -2.2639 1.1992
H 8.9957 3.9870 -2.1880
H 1.5185 2.8269 -2.5593
C 3.6057 -2.1726 0.1284
H -0.2984 5.0730 -3.7374
H 0.5934 3.4473 6.2218
N 3.5347 1.5624 -0.3232
H -4.6744 -1.4573 -6.5870
C -2.1776 -0.6042 7.6421
O -0.4821 -0.2309 0.4820
N -0.6889 4.2205 -3.3613
O -1.5691 1.6127 6.8513
C 2.2190 0.0128 1.6850
H 2.1453 0.9226 -1.6430
F 4.4895 -2.2145 -2.9399
H 0.4018 5.8573 5.5692
C -0.1685 4.0001 -1.9891
C -3.2024 -2.1122 -1.0675
H 3.6779 2.2670 0.3891
H -5.1113 -6.9187 -3.6894
O -3.0672 1.3357 2.3337
H 2.0491 5.4927 6.1120
H -2.6095 -0.8772 6.6768
C -3.1752 0.1246 -1.9765
H -4.1220 -3.4618 -5.2023
C -4.2761 -3.5512 -6.2752
H 2.8215 3.2091 5.6463
C -3.8693 0.1729 2.5265
C -3.7147 -1.1557 -1.9327
C 0.6355 2.7107 -1.9249
C 7.6159 2.3256 -0.7507
H -1.9658 1.3889 6.0028
C 4.8518 -2.6709 -0.6296
H -2.7059 -1.1492 8.4259
H 0.5422 -1.1891 -1.0375
O -5.6334 -3.9570 -6.4730
H -1.7043 -2.5388 0.4272
H 3.3583 1.4002 2.8035
O -5.7480 -3.6533 -3.1383
H -3.6516 -0.5441 1.7286
C -2.0922 0.4537 -1.1631
H -3.8278 0.2743 4.6804
H 8.6798 2.1976 -0.5317
C -1.5895 -0.5233 -0.3256
H 0.4833 4.8406 -1.7558
H -2.1440 1.0657 2.3949
H 1.7104 5.6360 4.3921
H -5.6741 -5.7069 -4.8545
H 1.5813 3.2443 -0.1358
H -1.6471 1.4344 -1.1676
H 1.5448 1.8450 2.6432
H -1.0179 3.9305 -1.3085
C 1.0013 3.7998 5.2734
H -6.7846 -5.3665 -2.6374
H 7.8188 2.1276 -2.8905
H -0.3642 3.4788 -3.9691
H 7.2198 3.0381 -0.0264
H 0.2311 2.0725 0.0995
H 0.2706 3.5934 4.4921
H 5.3344 -3.4767 -0.0850
C -3.6118 -0.4465 3.8884
H 2.2695 -0.9333 2.2245
H -6.2500 -3.5464 -3.9549
H -5.1968 -5.1599 -1.8833
H -2.9734 -1.9079 -6.8076
C 1.3025 5.2855 5.3414
C 2.3704 1.1818 2.4050
C 3.2507 -0.7677 -0.3270
H 3.2406 -0.7780 -1.4237
C -5.7533 -5.0433 -2.8130
H -2.5612 -0.7344 3.9871
H -1.8198 1.1697 8.8154
H 0.7787 -1.8329 0.6217
H 0.0596 1.8988 -2.3782
H -4.1792 -2.3103 -8.0424
H -4.2310 -1.3318 4.0425
H -4.9115 0.4758 2.4380
O 2.1725 3.0450 4.9561
C 7.4197 2.8427 -2.1625
H -5.7799 -4.0481 -7.4192
C -2.1217 -1.8057 -0.2455
O 5.3273 0.3211 0.4488
H -3.5568 0.8739 -2.6557
F 3.4612 -3.9448 -2.1040
C 0.6883 -0.9301 0.0160
C -4.0037 -2.2287 -6.9668
H -4.5386 -1.4097 -2.5834
H 2.7799 -2.8154 -0.1784
C 1.9491 -0.0864 0.1827
H -1.1361 -0.9274 7.6318
O 8.0568 4.1055 -2.3579
C 4.2196 0.3924 -0.0069
H -4.0980 -5.5214 -4.0995
H 6.3610 2.9889 -2.3723
H 5.5457 -1.8426 -0.7479
C 2.1218 1.2222 -0.5908
C -5.1222 -5.8532 -3.9269
C 4.5589 -3.1866 -2.0166
H 7.1140 1.3711 -0.6101
H -3.6096 -4.3328 -6.6549
C 1.0878 2.3434 -0.5063
H -3.3151 1.2168 7.8695
C -2.2686 0.8936 7.8624
```


Computed, not measured: a 15-piece molecular cluster, C31H62Cl14O24 overall, with ωB97M-V/def2-TZVPD.

The LUMO energy is 0.2 eV. Its charge is 0. For the total energy, the calculation gives -9466.68329 Ha. As for the frontier orbital gap: 10.68 eV. Its spin multiplicity is 1. The value obtained for the HOMO energy is -0.3852 Ha.

XYZ file:
```
131
C31H62Cl14O24, DFT ωB97M-V/def2-TZVPD
O -6.0603 3.6049 0.8079
Cl 9.3177 -3.8555 0.4907
H -0.5252 8.9782 2.3128
H -6.7897 0.7159 -1.5951
O 10.0413 0.1022 -8.8958
H -0.1479 2.8832 -6.4950
C -5.7266 -7.2584 -3.6075
C 3.5667 -6.9546 6.5626
H -4.2008 4.8500 -9.6978
H -3.8399 -6.4883 -5.4011
Cl -5.8787 -5.7333 3.7030
C -2.1441 11.2620 2.8833
C 1.1530 -2.4234 0.4121
C 6.5377 0.9860 -9.0682
C -0.0888 -11.2467 1.8724
O -2.4088 12.5167 2.4675
H -6.5604 6.6637 0.2633
H -8.2726 -8.0225 -1.8609
Cl -4.2952 -6.7203 5.9180
H 11.4195 -3.6140 -0.4368
H -2.6184 4.6351 -10.2663
C 10.5179 -3.0209 -0.5901
H 10.7751 -1.7194 -9.4889
C 2.3752 -3.2784 -1.5049
C -3.1732 5.1348 -9.4721
Cl 2.8188 -10.3307 -5.0625
H 1.6900 0.4515 10.9693
C -1.9404 3.9438 -7.7961
O -7.2557 4.7928 -0.6625
O -5.7620 -2.6833 10.3439
O 6.0235 4.4393 -2.7082
Cl 10.0191 -2.9945 -2.2690
O 5.4963 5.8588 -4.2465
Cl 4.8486 6.7278 5.8330
H -4.4508 -2.1779 11.9275
O -5.4849 -6.0598 -4.0667
H 5.9830 0.4087 -8.3285
H -5.5103 1.2616 -0.6127
C 4.3057 -9.8567 -5.7525
H 10.6609 -2.0195 -0.1840
C -6.5702 1.4312 -0.8025
H -1.7398 8.4864 1.1555
H -7.1727 1.1548 0.0628
Cl -1.0263 -12.3304 0.8797
O -1.9904 3.6514 -6.5209
C 3.8142 6.4991 7.2396
O 8.2915 -1.3386 -8.8384
C 4.7264 6.8864 -4.8993
C -5.6499 -1.5852 9.5110
H 3.4298 7.4452 7.6206
O -1.8711 10.4640 1.8686
H 4.8641 3.5282 -1.2263
C 11.0329 -0.8838 -8.8382
H 6.2511 0.5740 -10.0358
C 5.0504 5.3366 -3.0818
O -6.8799 2.7555 -1.1575
C -4.7189 -2.9859 11.2467
H 0.9629 -11.4452 1.6660
Cl 2.1226 2.1136 12.5810
C -4.2695 -5.7333 -4.7428
Cl 3.6733 -0.4087 12.0337
H -0.7996 2.9886 -4.9693
H -2.9873 14.5249 2.8944
O 8.0042 0.8978 -8.9921
O -6.8954 -7.2069 -2.9961
C -1.1047 2.7543 -5.9892
O -2.0233 10.9536 4.0783
H 6.2011 2.0209 -9.1297
H -4.8481 -3.9434 11.7511
H -7.0081 -9.2299 -2.3566
H -2.1543 8.5846 2.8701
H 6.1397 4.5281 -0.6204
H -6.6423 -6.5864 5.7971
H 11.0871 -1.3344 -7.8472
Cl 3.2155 -5.2281 6.7941
C -2.8393 13.5384 3.3337
H -7.4707 5.7749 1.2543
H 4.2385 7.5077 -4.1483
H -2.1851 13.7902 4.1685
C -6.6716 3.7096 -0.2888
H 2.9461 -2.7956 -2.2981
H 1.4113 -0.2231 12.5868
H -5.9820 -7.9118 4.8180
C -7.4119 5.9874 0.1869
C -1.5849 9.0583 2.0704
O -2.8663 4.8422 -8.1046
Cl 3.4341 -7.8749 8.1059
C -5.8432 -6.8717 5.1129
C 5.8887 3.8406 -1.4281
C -7.6175 -8.3774 -2.6565
H 4.6038 -10.7059 -6.3673
H 5.3857 7.5545 -5.4534
H 6.5388 2.9753 -1.2986
O -6.7796 -1.5179 8.8630
O -4.6665 -0.8854 9.3812
H -3.7943 -3.2416 10.7291
H -4.4196 -4.9366 -5.4713
O 0.6589 -1.2506 0.8631
H -3.8326 13.3486 3.7405
H -3.1671 6.2144 -9.6226
H 4.3846 6.0588 8.0575
C -0.0538 -1.1564 2.1133
Cl 2.4950 5.3129 6.8608
C 2.0439 0.4431 12.0002
H -0.5074 -0.1655 2.0927
H 4.0924 -8.9044 -6.2380
O -5.0663 -8.2516 -3.8353
O -1.1274 3.4655 -8.5882
H 0.6617 -1.1337 2.9352
H 3.8713 6.4768 -5.4369
H 1.6809 -4.0625 -1.8067
O 1.9056 -2.1649 -0.7127
H 11.9663 -0.3696 -9.0670
H -1.4820 1.7352 -6.0731
H -0.7518 -1.9753 2.2876
H -3.5288 -5.3945 -4.0184
H -8.3083 6.5750 -0.0114
Cl -0.4516 -11.5959 3.5823
H 4.5771 -7.0239 6.1596
C -6.9404 -0.8270 7.6590
H -6.0254 -0.7374 7.0735
O 0.9811 -3.5142 0.9512
H 2.9839 -3.8797 -0.8296
O 4.0189 5.5727 -2.4932
Cl 5.5550 -9.6858 -4.4864
C 8.7310 -0.1922 -8.9132
H -0.2887 -10.1844 1.7320
H -8.2583 -8.6787 -3.4852
H -7.2332 0.1985 7.8842
H 2.8984 -7.3490 5.7972
H -7.7277 -1.2393 7.0279
```


Computed, not measured: C31H63InN3O7 as an isolated structure, with ωB97M-V/def2-TZVPD.

The energy relative to the best compared isomer or geometry (same formula, charge and spin) comes out at 91.78 kcal per mole. The LUMO energy is -8.4 eV. Its charge is +1. For the total energy, the calculation gives -2099.29199 Ha. As for the frontier orbital gap: 1.61 eV. Its spin multiplicity is 1. The value obtained for the HOMO energy is -0.3681 Ha.

XYZ file:
```
105
C31H63InN3O7, DFT ωB97M-V/def2-TZVPD
H -1.6985 6.2585 -2.9125
C -5.5798 -2.5238 -2.3588
H -1.9980 3.2396 -6.3798
H 1.6272 -0.0794 2.7226
H -1.2828 -6.9840 4.3480
H -1.2807 -0.7717 -1.0620
H -0.5837 1.0175 -4.0319
H -0.5714 6.7287 -6.2682
In 0.4867 -2.3110 -6.1442
H -2.3012 1.6852 -5.7122
O 2.9642 3.7771 2.1318
C -1.4157 -1.8440 -1.2036
H -0.7014 2.0198 -6.0797
H 5.0295 0.2319 1.9368
H 0.5828 1.2539 -0.6842
H 3.3750 1.9140 -0.9269
H -1.2129 5.1341 -6.6876
H -0.6734 -2.1801 -0.4797
C 1.1053 -7.5893 4.1927
C 0.6654 6.1324 -3.8496
C 0.8726 1.2799 0.3663
O -5.1851 -2.0601 -3.4320
H 0.0817 -1.8594 4.1645
H 0.6566 5.8292 -2.8026
C -0.4980 5.4332 -4.6038
C 1.6909 0.0425 0.5928
H 2.0852 -7.5951 3.7155
N -0.2720 4.0162 -4.2788
H 0.5986 7.2194 -3.8034
H -0.9842 -4.1488 1.5946
H 1.2570 -6.0694 6.6363
C -1.4023 3.0627 -4.1981
H -0.7893 -7.0342 5.8998
H 1.5350 3.7846 -4.1933
C -5.9260 -1.7039 -1.1006
C 3.3739 1.3544 3.8236
H -1.9996 7.1169 -4.4048
H 0.0342 3.7591 -0.4826
H -5.6441 -0.6668 -1.2825
H 4.4449 1.3347 0.6054
H 0.6020 5.5352 -6.3834
H 3.0270 -0.7546 1.9798
H 3.4152 3.5500 -0.6022
C -0.9699 1.7972 -3.3754
H 0.0577 3.5995 1.2736
H 0.9233 -0.7250 0.6917
C -1.7775 6.1327 -3.9923
H -1.6702 1.3082 -2.6982
C -1.4769 -5.1406 5.3762
C 1.7828 -5.8352 5.7107
H 1.4526 -8.2974 4.9450
H -3.5791 3.1366 -3.9966
H 3.7459 3.9450 1.6004
H -2.2238 -4.7388 3.5272
H 2.0833 -4.7887 5.7621
C -3.0210 5.1780 -4.1939
H 2.0781 3.0533 -1.6498
O -1.3242 -3.2507 -3.3097
C -2.7187 3.7522 -3.7345
H 2.4145 1.4008 4.3388
H -5.1554 -2.1722 -0.4882
C 4.5578 1.1799 1.6785
C -0.4271 -3.4288 2.1941
H -3.2802 5.0934 -5.2492
H 1.9221 -5.6616 2.0900
H 1.1425 4.6759 0.2535
C -1.5894 2.5100 -5.6806
H -1.2066 -2.6718 2.2790
C -0.7034 -6.3714 5.0387
H 5.1453 2.0071 2.0768
C 2.6949 2.7565 -0.8015
H 1.6401 5.9355 -4.2961
H 3.9817 0.5887 4.3057
H 2.6995 -6.4238 5.6751
C -0.9028 -2.2760 -2.6531
H 1.7211 -2.5911 4.1356
O -0.1126 -1.5865 -3.3022
H -2.4124 -5.4726 5.8265
N 2.5076 2.5098 1.7397
H -0.1361 1.9832 -2.6984
H -6.9097 -1.8103 -0.6432
N 0.7739 -5.2636 3.3977
O -5.6300 -3.7478 -2.2231
C 3.2075 1.3545 2.3213
C -0.4472 5.6568 -6.1143
C 1.7361 2.5202 0.4137
H -0.9331 -4.7129 6.2185
H -2.4500 -2.1315 -1.0146
C -0.0320 -4.0272 3.6113
H 0.5312 -8.1463 3.4522
C -1.4914 -4.3166 4.2152
C 0.6865 3.6951 0.3883
H 2.4473 -0.3027 -0.1121
C 2.3933 0.1322 1.9767
H 0.3936 -2.8756 1.7374
H 0.5673 -2.9522 5.3735
H 0.0010 1.4414 1.0005
C 0.7838 -6.1739 4.5560
O 0.8873 3.4653 -4.8259
H -1.8027 -3.3082 4.4879
C 0.6595 -2.7734 4.3023
H 3.8511 2.2643 4.1874
O 1.9268 -5.0164 2.8008
H -2.6592 3.8220 -2.6483
H -3.8659 5.5597 -3.6206
```


Question: Look up the frontier orbital gap of the fourth one.
Answer: 1.61 eV